No. 1
C8H10Cl2N4 | wB97M-V/def2-TZVPD

ΔE to the lowest compared entry with this formula, charge and spin	177.85	kJ/mol
orbital gap	0.316	Eh
E_HOMO	-9.340	eV

Last column: natural (NBO) charge in e.
CARTESIAN COORDINATES (ANGSTROEM)
1 H -2.576645 -2.062601 -2.148501  0.2195
2 H 2.110755 -1.766468 0.591173  0.2157
3 N -1.160747 2.386799 1.926054  -0.2314
4 N -2.023833 -0.131596 -2.021882  -0.4212
5 C 2.914107 0.573742 -0.228694  -0.5972
6 H 1.569838 1.182988 1.236243  0.2188
7 C 1.688949 -0.983929 1.259084  -0.6416
8 H 3.257819 1.596074 -0.343957  0.2211
9 C 1.608051 0.311307 0.589390  -0.0809
10 C -1.781146 0.899686 -1.127550  -0.0412
11 Cl -3.339998 1.598067 -0.408456  -0.0585
12 C -2.323410 -1.425526 0.070584  0.1462
13 N 0.550726 0.408298 -0.359574  -0.6059
14 C -0.976459 1.617508 1.116888  0.2213
15 H 0.520756 0.256305 -1.334787  0.4128
16 C -0.742885 0.664123 0.080640  0.2333
17 Cl -3.384579 -2.755030 0.604622  -0.0381
18 C -2.365050 -1.239911 -1.468499  0.1187
19 H 2.735629 0.255236 -1.363552  0.1951
20 N -1.542459 -0.898305 0.866302  -0.4077
21 H -1.445673 1.809145 -1.610161  0.2237
22 H 0.633165 -1.171523 1.623973  0.2486
23 H 2.289633 -1.076414 2.221711  0.2305
24 H 3.783466 -0.047977 0.228952  0.2187

Forces on atoms 1 to 6 (eV/Å):
H -0.1 -0.2 0.5
H -0.8 0.3 0.3
N -0.2 1.4 1.5
N -0.5 -2.2 0.2
C 1.0 -1.9 -1.6
H -0.5 -0.2 0.6

No. 2
C8H10ClCuN2 | wB97M-V/def2-TZVPD

multiplicity	2
ΔE to the lowest compared entry with this formula, charge and spin	278.73	kJ/mol
total charge	+1
orbital gap (alpha / beta)	0.262 / 0.175	Eh
E_HOMO (alpha / beta)	-11.397 / -11.394	eV

Last column: natural (NBO) charge in e.
CARTESIAN COORDINATES (ANGSTROEM)
1 C 1.545899 2.834506 -0.773429  -0.2104
2 C 1.058239 1.935546 -1.713429  -0.2345
3 C -0.837601 -0.981804 0.181951  -0.1525
4 C -0.805121 -2.529014 1.788171  -0.0456
5 H 2.046669 3.756576 -1.029219  0.2586
6 C 0.480029 -1.903154 1.745051  -0.2952
7 N -1.604601 -1.849094 0.881701  -0.4937
8 H 0.130809 -0.021474 -1.351879  0.2734
9 H -2.602291 -1.942434 0.755231  0.4172
10 H 1.326319 -0.613304 0.205051  0.2280
11 H 0.045799 0.692086 1.096201  0.4869
12 Cu -3.234201 -1.117264 -2.680109  0.8260
13 C 1.194529 2.410396 0.528801  0.1746
14 H 1.096639 2.828926 1.519581  0.2485
15 C 0.427379 -1.043164 0.621601  -0.3609
16 H 1.336089 -2.231744 2.315661  0.2415
17 H 1.258309 1.866696 -2.772499  0.2706
18 N 0.513619 1.208816 0.365281  -0.5606
19 H -1.283861 -0.394584 -0.606989  0.2268
20 Cl -1.361491 -0.525264 -2.572839  -0.7159
21 H -1.245211 -3.278554 2.429201  0.2275
22 C 0.514059 0.897296 -0.933099  0.1897

Forces on atoms 1 to 6 (eV/Å):
C 0.2 1.0 -1.5
C 1.4 0.5 1.5
C -2.0 -0.1 -0.3
C 0.8 1.8 0.4
H 0.1 -0.1 0.3
C -2.3 -2.5 -0.5

No. 3
C8H10ClNS | wB97M-V/def2-TZVPD

SMILES	Cc1nc(C2(Cl)CC2)c(C)s1
ΔE to the lowest compared entry with this formula, charge and spin	0.00	kJ/mol
orbital gap	0.351	Eh
E_HOMO	-8.857	eV

Last column: natural (NBO) charge in e.
CARTESIAN COORDINATES (ANGSTROEM)
1 Cl 2.453977 0.395814 1.436534  -0.0548
2 H -3.821672 -0.606165 1.859433  0.2268
3 H 1.245885 -2.314682 -0.744733  0.2335
4 C 0.064581 0.098528 0.055204  0.0336
5 H -2.670118 -1.528932 2.576934  0.2400
6 C -3.036393 -1.171264 1.520648  -0.6642
7 H 3.377976 -0.053643 -1.146514  0.2206
8 C 1.487029 -0.272803 0.070199  -0.0265
9 C 1.947824 -1.641856 -0.359304  -0.4033
10 C 0.077592 2.342250 -0.984092  -0.6551
11 S -2.251110 1.185126 0.201371  0.3484
12 H -0.694016 3.220459 -1.086231  0.2222
13 C 2.393171 -0.403790 -1.207510  -0.4210
14 C -1.952270 -0.425367 0.867249  0.0946
15 H 0.854130 2.884970 -0.392242  0.2388
16 H -3.361022 -1.989127 0.820460  0.2421
17 N -0.743917 -0.833906 0.598468  -0.4291
18 H 2.022659 -0.200025 -2.275108  0.2208
19 H 2.656796 -1.932910 0.361404  0.2294
20 C -0.534682 1.239625 -0.269299  -0.1284
21 H 0.483573 2.007703 -1.902879  0.2314

Forces on atoms 1 to 6 (eV/Å):
Cl -0.6 0.0 -0.1
H -2.2 1.7 -0.1
H -0.9 -0.9 -0.4
C 0.2 -1.0 0.5
H -0.3 -0.1 -2.2
C 2.1 -2.9 1.3

No. 4
C8H10F3NOS | wB97M-V/def2-TZVPD

SMILES	O/C(=C1/CC=CS1)C(F)(F)F.C=CN
ΔE to the lowest compared entry with this formula, charge and spin	16.00	kJ/mol
orbital gap	0.317	Eh
E_HOMO	-7.804	eV

Last column: natural (NBO) charge in e.
CARTESIAN COORDINATES (ANGSTROEM)
1 H -0.615505 3.214776 2.028325  0.1972
2 H -2.732396 2.312466 1.332807  0.3892
3 C 1.215685 -1.826194 -2.326737  -0.4758
4 C 0.948925 -1.112811 -0.980065  -0.1976
5 C -0.211303 -0.652053 -0.464899  0.1818
6 H 0.811125 -1.153059 -3.087638  0.2496
7 H 0.742997 -2.871188 -2.385369  0.2407
8 F -2.335059 -1.269616 -1.832990  -0.3432
9 C 2.731916 -1.883801 -2.377229  -0.2112
10 C 3.353146 -1.757449 -1.227118  -0.3690
11 H -2.689791 1.025774 2.493292  0.3953
12 C -1.135120 2.466873 2.537050  -0.0131
13 H 4.372164 -2.051998 -1.090909  0.2372
14 C -1.384783 -0.319739 -1.461406  0.9374
15 H 3.259189 -2.097353 -3.401729  0.2237
16 O -0.436450 -0.347291 0.817538  -0.6846
17 H 0.099796 2.892949 4.082346  0.2071
18 F -2.158621 0.763687 -1.004294  -0.3542
19 C -0.724444 2.249510 3.766980  -0.4687
20 F -0.989297 0.009709 -2.682286  -0.3186
21 N -2.181096 1.711657 1.913948  -0.8628
22 S 2.323065 -1.260154 0.106643  0.3226
23 H -1.100284 0.432305 0.852569  0.5242
24 H -1.163861 1.523000 4.391171  0.1928

Forces on atoms 1 to 6 (eV/Å):
H 0.2 1.0 -1.5
H -0.6 -0.3 -0.2
C -0.1 0.9 0.5
C -1.0 -1.0 0.7
C -0.9 0.1 -2.5
H 0.0 -0.6 -0.3

No. 5
C8H10FNO3 | wB97M-V/def2-TZVPD

SMILES	NC[C@H](O)c1cc(O)c(O)cc1F
ΔE to the lowest compared entry with this formula, charge and spin	0.00	kJ/mol
orbital gap	0.319	Eh
E_HOMO	-8.328	eV

Last column: natural (NBO) charge in e.
CARTESIAN COORDINATES (ANGSTROEM)
1 O 2.718942 -1.820441 -1.169852  -0.6501
2 H 2.651188 -2.575117 -1.828298  0.5006
3 C 1.520120 -1.265644 -1.066501  0.2183
4 H -0.079698 -3.260374 -2.849411  0.4927
5 C 0.340821 -1.730187 -1.733556  0.3201
6 O -0.539193 2.910968 0.264327  -0.7106
7 H -0.830292 2.262466 2.714285  0.1981
8 C -0.873119 -1.097616 -1.651527  -0.3867
9 H 1.026177 1.888584 1.192886  0.1732
10 C 1.375007 -0.159188 -0.289068  -0.2143
11 C -0.009199 1.697065 0.853885  0.0845
12 H -1.261875 0.173492 3.524044  0.3603
13 H -1.777100 -1.437336 -2.136402  0.2342
14 O 0.664279 -2.848452 -2.414900  -0.7022
15 C -0.950635 1.447564 2.011108  -0.2338
16 H 2.244398 0.198754 0.253288  0.2225
17 H -0.741043 -0.582377 2.121533  0.3553
18 F -2.096923 0.700856 -0.714306  -0.3263
19 H -0.005489 3.087660 -0.493748  0.4655
20 N -0.604665 0.237957 2.738350  -0.8317
21 C -0.922974 0.046139 -0.819884  0.4074
22 H -1.995388 1.563219 1.633366  0.1850
23 C 0.146662 0.562008 -0.139619  -0.1619

Forces on atoms 1 to 6 (eV/Å):
O 0.8 -2.3 -1.5
H 0.2 1.2 1.1
C -2.5 1.4 0.1
H -0.4 -0.1 -0.2
C 1.7 0.0 0.6
O 0.0 -0.8 0.7

No. 6
C8H10FO4P | wB97M-V/def2-TZVPD

SMILES	CC/C(=P/F)C1(CC)OC(=O)C(=O)O1
ΔE to the lowest compared entry with this formula, charge and spin	0.00	kJ/mol
orbital gap	0.353	Eh
E_HOMO	-9.802	eV

Last column: natural (NBO) charge in e.
CARTESIAN COORDINATES (ANGSTROEM)
1 O 2.286507 0.905861 1.167791  -0.4906
2 C -0.418008 -2.251832 2.048831  -0.6437
3 H -1.091451 -2.701444 1.213750  0.2139
4 C 1.935833 0.200724 -0.061180  0.5171
5 C 1.139556 -1.074712 0.334760  -0.5218
6 H 0.189343 1.481854 -0.409269  0.2249
7 F 2.021144 -2.019117 -1.931068  -0.5800
8 P 1.045405 -2.408940 -0.662051  1.0811
9 C 0.436699 -1.016738 1.639208  -0.4400
10 H 1.572477 0.463473 -2.853924  0.2295
11 H 1.255026 -0.841823 2.374751  0.2345
12 H 0.227442 1.696229 -2.812488  0.2286
13 C 4.216109 0.349578 0.003909  0.6770
14 H 0.147292 -3.215821 2.196531  0.2269
15 H -1.216094 -1.985364 2.880323  0.2355
16 H -0.116926 0.146910 -2.427492  0.2117
17 O 5.310977 0.458744 -0.413878  -0.4693
18 O 3.133166 -0.067517 -0.736021  -0.4843
19 C 1.130252 1.230605 -0.914792  -0.4242
20 C 3.636282 0.932307 1.308377  0.6610
21 H 1.936591 1.991389 -0.942663  0.2191
22 H -0.167871 -0.235636 1.618728  0.2130
23 O 4.134368 1.436325 2.269985  -0.4913
24 C 0.745138 0.867405 -2.304571  -0.6285

Forces on atoms 1 to 6 (eV/Å):
O 0.4 -0.7 -0.9
C -2.0 -1.3 -0.6
H 0.8 1.5 0.8
C -1.9 -0.2 0.5
C 1.0 0.0 -1.6
H 0.7 0.5 0.5

No. 7
C8H10I2N3 | wB97M-V/def2-TZVPD

ΔE to the lowest compared entry with this formula, charge and spin	27.42	kJ/mol
total charge	+1
orbital gap	0.325	Eh
E_HOMO	-12.149	eV

Last column: natural (NBO) charge in e.
CARTESIAN COORDINATES (ANGSTROEM)
1 H -1.755220 1.470039 0.096254  0.4532
2 N -0.967138 0.868671 -0.028089  -0.5224
3 H -1.504086 -1.624199 3.637652  0.2286
4 C 0.193247 1.648213 -2.340276  -0.2937
5 C -0.739340 -0.027514 0.974925  0.6254
6 H 2.085152 0.736009 -3.422517  0.2542
7 H 1.339552 2.144842 -4.185757  0.2636
8 H 2.126370 2.295304 -2.593615  0.2362
9 C 0.966161 -1.595862 1.638494  -0.0175
10 C 0.963692 -0.106992 -0.371560  -0.0705
11 C 1.479799 1.625151 -3.195452  -0.7024
12 H -1.831240 -2.414391 2.211570  0.2079
13 C 0.087101 -2.184388 2.483120  -0.1681
14 N 0.423028 -0.625766 0.770618  -0.3517
15 N -1.443150 -0.373848 2.051184  -0.5600
16 C 0.159578 0.816915 -0.913151  0.1023
17 I -1.587369 0.674850 -3.341687  0.1415
18 H 0.283996 -2.807414 3.255939  0.2392
19 H 1.862570 -0.422751 -0.839274  0.2519
20 H -2.459339 -0.159535 2.014376  0.4180
21 I -0.431985 3.594705 -1.824039  0.2434
22 H 2.021980 -1.808427 1.282623  0.2539
23 C -1.273359 -1.723614 2.638662  -0.2329

Forces on atoms 1 to 6 (eV/Å):
H -0.2 0.7 -0.9
N 0.8 -1.5 1.6
H -0.6 0.1 2.2
C -1.2 -2.9 1.7
C 0.0 0.2 -1.0
H -0.9 -0.3 0.5

No. 8
C8H10I3N2O | wB97M-V/def2-TZVPD

SMILES	C=C(O)C(=[NH2+])/C(I)=C\[C@@H](I)/C(N)=C\I
ΔE to the lowest compared entry with this formula, charge and spin	15.31	kJ/mol
total charge	+1
orbital gap	0.281	Eh
E_HOMO	-12.088	eV

Last column: natural (NBO) charge in e.
CARTESIAN COORDINATES (ANGSTROEM)
1 H -2.501823 -1.793114 -1.745343  0.2103
2 H -1.429995 1.096408 0.325642  0.4303
3 O -2.326647 -1.396734 0.810687  -0.6984
4 C 1.062207 -0.901370 -0.507815  -0.1819
5 I 2.274277 -2.705690 -0.608981  0.2201
6 H 1.110863 -1.555682 2.026142  0.4368
7 C 0.790169 1.553174 -1.109035  -0.3600
8 C 1.379669 0.141369 -1.211688  -0.1845
9 H -0.716117 -2.193135 2.107877  0.4699
10 I 3.045652 3.662072 0.571015  0.1724
11 H -0.934503 -1.608505 -2.314446  0.2494
12 N 0.102410 -1.624453 1.692670  -0.7701
13 C -1.575979 -1.542712 -1.432428  -0.3908
14 C -0.031535 -1.077602 0.463360  0.3513
15 H 0.938491 2.934233 2.206340  0.2544
16 H 2.141668 -0.088039 -1.906650  0.2532
17 H -0.594009 0.906876 1.926569  0.4349
18 I -1.026711 1.766951 -2.332517  0.1465
19 H -3.047541 -1.973804 0.413359  0.5105
20 C -1.371933 -1.257122 -0.164200  0.2041
21 H 1.506269 2.238070 -1.520774  0.2783
22 C 0.497212 1.822425 0.307062  0.0223
23 C 1.183194 2.649160 1.122195  -0.3060
24 N -0.475298 0.947231 0.880970  -0.7529

Forces on atoms 1 to 6 (eV/Å):
H -3.3 -0.7 -0.6
H 2.2 -0.4 1.8
O -1.4 -1.0 -0.9
C 0.4 -2.2 2.0
I -0.6 0.8 -0.1
H -2.2 -0.9 0.1

No. 9
C8H10N2 | wB97M-V/def2-TZVPD

ΔE to the lowest compared entry with this formula, charge and spin	714.84	kJ/mol
orbital gap (alpha / beta)	0.310 / 0.297	Eh
E_HOMO (alpha / beta)	-8.591 / -8.742	eV

Last column: natural (NBO) charge in e.
CARTESIAN COORDINATES (ANGSTROEM)
1 C 0.245684 0.649310 -1.862126  -0.4061
2 H 3.187415 -0.307765 3.108382  0.2365
3 N -2.783147 -0.993007 -0.529066  -0.5197
4 H 3.242017 -0.875957 1.307836  0.2332
5 H 0.433896 1.460503 -1.059725  0.2292
6 C 0.474514 1.213195 2.398212  -0.4097
7 H 0.124944 1.383146 3.435489  0.1986
8 H 0.187967 1.027766 -2.941886  0.2209
9 C 1.346011 -0.133025 2.075064  -0.0569
10 C -1.996205 -0.307463 -2.512965  -0.1171
11 H 0.603079 2.150298 1.731587  0.1741
12 C 2.672562 -0.823228 2.314354  -0.6531
13 C 0.186046 0.041209 1.548082  0.0446
14 C -1.561348 -0.571193 -0.433907  0.4875
15 H 2.523957 -1.841583 2.491788  0.2387
16 H -3.972680 -1.130822 -2.262021  0.2041
17 H 1.092268 -0.117452 -1.864136  0.2138
18 H -1.914404 0.077271 -3.503880  0.2094
19 N -1.034824 -0.077587 -1.570111  -0.4318
20 C -3.057752 -0.823616 -1.870973  -0.0962

Forces on atoms 1 to 6 (eV/Å):
C 0.4 -0.7 0.2
H 0.5 -0.1 0.0
N 1.2 0.1 0.3
H -0.5 0.7 1.7
H -0.3 -1.3 -1.6
C 0.2 1.1 -1.4

No. 10
C8H10N2O | wB97M-V/def2-TZVPD

ΔE to the lowest compared entry with this formula, charge and spin	503.00	kJ/mol
orbital gap	0.351	Eh
E_HOMO	-8.761	eV

Last column: natural (NBO) charge in e.
CARTESIAN COORDINATES (ANGSTROEM)
1 C 0.519621 -1.809110 -0.060622  -0.3938
2 O -1.746544 2.223458 0.596338  -0.7268
3 C -2.986748 -0.728246 -0.594549  -0.1853
4 H -0.504304 0.913639 -2.073024  0.2078
5 H 2.145786 -1.532754 2.206094  0.2037
6 C -0.546154 1.693730 -1.407510  -0.6099
7 C -1.244430 1.173035 -0.176705  0.2443
8 C 1.610688 -0.722413 1.935522  -0.1255
9 H -1.103634 2.462219 -1.716388  0.2178
10 H 1.530811 -2.099245 -0.460724  0.2085
11 H 0.588590 1.946745 -1.084812  0.2217
12 C 1.535095 0.504278 2.491217  -0.0898
13 H 1.965563 1.064865 3.282769  0.2152
14 C -2.209384 0.136783 -0.404574  -0.0604
15 C 0.180762 0.487565 0.906248  0.3908
16 N 0.765924 -0.714482 0.816999  -0.3794
17 H 0.036615 -2.539686 0.516093  0.2127
18 N 0.573942 1.254631 1.864608  -0.5264
19 H -1.205141 2.900909 0.999344  0.5137
20 H -0.072335 -1.228528 -0.852350  0.2279
21 H -3.658024 -1.389915 -1.063402  0.2331

Forces on atoms 1 to 6 (eV/Å):
C 1.1 2.7 -2.2
O -2.1 -0.9 -0.3
C -1.2 -1.3 -1.0
H 0.2 -1.6 -2.1
H 1.7 -2.5 0.6
C 4.4 -1.4 3.6